(a)
Formula: C90H205N7O16
Source: the OMol25 dataset
Level of theory: wB97M-V/def2-TZVPD

Last column: Mulliken charge in e.
Atoms and positions in Å:
C -31.50 12.35 -9.87  -1.061
C -31.69 11.27 -10.95  2.572
C -33.02 11.37 -11.66  -1.386
O -30.59 11.42 -11.85  0.629
H -31.74 13.35 -10.30  0.339
H -30.48 12.34 -9.43  -0.164
H -32.21 12.17 -9.01  0.453
H -31.49 10.34 -10.46  -1.505
H -32.93 12.13 -12.39  0.117
H -33.75 11.75 -10.92  0.403
H -33.41 10.39 -12.16  0.269
H -30.33 10.55 -12.18  -0.477
C -21.52 12.22 -21.29  -1.417
C -22.62 11.79 -20.32  0.895
C -22.15 10.75 -19.27  -1.109
O -23.16 12.96 -19.66  -0.486
H -20.65 12.63 -20.76  0.335
H -21.98 13.00 -21.96  0.360
H -21.14 11.42 -21.92  0.385
H -23.51 11.37 -20.79  -0.132
H -21.74 9.84 -19.76  0.472
H -22.92 10.53 -18.47  0.019
H -21.26 11.18 -18.71  0.376
H -23.59 13.54 -20.31  0.256
C -19.78 12.38 -13.58  -0.619
C -18.57 12.03 -12.78  0.823
C -17.28 12.03 -13.65  -1.574
O -18.47 13.04 -11.81  -0.439
H -20.62 12.53 -12.91  -0.309
H -20.02 11.50 -14.10  0.296
H -19.71 13.27 -14.25  0.370
H -18.70 11.01 -12.31  -0.006
H -17.10 13.07 -13.93  0.460
H -17.33 11.41 -14.54  0.350
H -16.45 11.79 -12.97  0.424
H -17.55 13.35 -11.75  0.315
C -22.07 15.64 -8.36  -1.378
C -21.24 14.78 -9.21  0.735
C -21.86 14.17 -10.48  -0.471
O -20.13 15.65 -9.55  -0.664
H -21.37 16.16 -7.68  0.446
H -22.87 15.08 -7.81  -0.020
H -22.49 16.45 -8.96  0.400
H -20.83 14.01 -8.58  0.138
H -21.77 14.96 -11.13  0.755
H -22.92 14.00 -10.35  -0.458
H -21.29 13.31 -10.79  0.092
H -19.61 15.19 -10.23  0.302
C -23.24 12.91 -16.32  -0.045
C -24.26 13.98 -16.47  1.624
C -23.63 15.35 -16.70  -1.941
O -25.06 13.63 -17.62  -0.367
H -22.52 13.12 -15.47  0.134
H -22.74 12.84 -17.27  0.519
H -23.73 11.92 -16.12  -0.621
H -25.01 14.04 -15.68  -0.525
H -23.22 15.70 -15.78  0.462
H -24.47 16.05 -16.97  0.366
H -22.81 15.31 -17.40  0.329
H -24.47 13.40 -18.31  0.305
C -27.61 7.23 -12.76  -1.419
C -28.55 8.15 -13.50  1.744
C -29.69 7.48 -14.16  -1.819
O -29.07 9.11 -12.60  1.046
H -28.14 6.65 -12.06  -0.095
H -26.79 7.70 -12.26  0.101
H -27.22 6.59 -13.54  0.606
H -27.99 8.63 -14.25  -0.058
H -30.24 6.89 -13.44  -0.073
H -29.37 6.81 -14.91  0.583
H -30.34 8.26 -14.63  0.294
H -28.34 9.70 -12.32  -0.977
C -28.57 15.80 -11.01  -1.218
C -27.13 15.54 -11.49  1.017
C -26.19 15.61 -10.33  -1.180
O -26.99 14.27 -12.17  -0.347
H -29.34 15.94 -11.78  -0.076
H -28.57 16.68 -10.31  0.576
H -28.91 15.11 -10.28  0.080
H -26.95 16.36 -12.20  0.325
H -25.21 15.20 -10.60  0.138
H -26.53 15.10 -9.49  -0.291
H -26.07 16.65 -10.10  0.767
H -27.86 14.24 -12.65  -0.713
C -23.65 4.06 -10.91  -1.538
C -24.19 5.49 -10.96  0.586
C -25.24 5.86 -9.94  -0.462
O -23.02 6.40 -10.78  -0.557
H -23.13 3.91 -9.99  0.373
H -22.91 3.90 -11.73  0.187
H -24.48 3.36 -10.97  0.413
H -24.49 5.69 -11.97  0.550
H -26.10 5.17 -10.04  0.247
H -25.66 6.87 -10.14  -0.308
H -24.76 5.72 -8.98  0.287
H -22.53 6.26 -11.59  0.393
C -21.65 11.87 -6.79  -1.139
C -22.74 11.59 -5.70  2.076
C -22.14 11.02 -4.38  -1.524
O -23.48 12.80 -5.46  -0.423
H -21.26 12.83 -6.50  0.380
H -22.07 11.99 -7.83  -0.031
H -20.88 11.13 -6.76  0.433
H -23.48 10.92 -6.15  -0.836
H -23.00 10.83 -3.69  0.231
H -21.58 11.72 -3.74  0.379
H -21.51 10.17 -4.50  0.401
H -24.26 12.67 -4.93  -0.027
C -27.03 10.27 -9.98  -0.132
C -25.74 10.90 -10.44  2.940
C -24.54 10.05 -9.97  -0.531
C -23.25 10.31 -10.64  -0.224
C -23.41 10.05 -12.13  -0.505
C -24.54 10.83 -12.76  1.869
N -25.78 10.74 -11.96  0.320
O -26.83 11.41 -12.69  3.117
C -24.07 12.39 -13.02  0.968
C -24.66 10.30 -14.21  -2.017
C -25.52 12.34 -9.98  -0.027
H -27.15 9.22 -10.38  -0.972
H -27.90 10.93 -10.20  0.139
H -26.92 10.18 -8.88  -0.051
H -24.49 10.15 -8.88  -0.013
H -24.91 9.04 -10.15  -0.566
H -22.40 9.68 -10.32  0.608
H -22.89 11.31 -10.31  -0.739
H -23.64 8.95 -12.15  -0.310
H -22.49 10.21 -12.74  0.345
H -23.86 13.06 -12.13  -0.810
H -23.15 12.40 -13.66  -0.491
H -24.83 12.93 -13.60  -0.528
H -24.93 9.26 -14.20  0.719
H -25.50 10.80 -14.71  -0.405
H -23.78 10.45 -14.84  0.348
H -24.64 12.81 -10.38  -0.825
H -25.51 12.34 -8.92  -0.255
H -26.33 12.96 -10.27  -0.399
H -26.73 12.37 -12.57  -0.945
C -30.52 13.31 -4.72  -2.378
C -29.35 13.68 -5.58  2.454
C -29.67 15.07 -6.23  -1.770
C -28.47 15.80 -6.88  0.788
C -27.33 15.87 -5.86  -1.595
C -26.94 14.42 -5.41  1.680
N -28.07 13.85 -4.77  0.334
O -27.77 12.72 -4.08  -0.534
C -26.22 13.74 -6.56  0.546
C -25.92 14.64 -4.31  -2.125
C -29.20 12.56 -6.56  -2.058
H -30.65 13.87 -3.85  0.530
H -30.51 12.24 -4.46  0.238
H -31.36 13.49 -5.37  0.467
H -30.45 14.92 -6.92  0.584
H -30.05 15.72 -5.45  0.387
H -28.92 16.81 -7.16  0.445
H -28.12 15.37 -7.81  -0.768
H -27.67 16.35 -4.92  0.372
H -26.45 16.41 -6.16  0.549
H -26.69 14.00 -7.51  -0.799
H -25.16 14.03 -6.66  0.320
H -26.20 12.64 -6.50  -0.462
H -25.49 13.68 -3.93  0.232
H -25.15 15.29 -4.70  0.405
H -26.46 15.22 -3.55  0.667
H -30.16 12.15 -6.95  0.335
H -28.80 11.70 -6.06  0.887
H -28.58 12.71 -7.42  -0.149
H -27.82 11.94 -4.68  0.485
C -29.60 15.71 -14.81  -1.523
C -30.69 14.64 -14.76  1.864
C -31.41 14.76 -16.13  -1.403
C -30.60 14.20 -17.29  -0.553
C -30.33 12.72 -16.96  -0.904
C -29.45 12.57 -15.70  2.056
N -30.18 13.29 -14.65  0.067
O -29.34 13.24 -13.42  2.328
C -29.31 11.12 -15.27  -1.132
C -28.03 13.10 -15.91  -1.170
C -31.67 15.03 -13.63  -1.527
H -29.85 16.59 -14.23  0.508
H -29.29 15.91 -15.82  0.274
H -28.71 15.35 -14.35  -0.114
H -32.39 14.29 -15.99  0.458
H -31.67 15.81 -16.34  0.348
H -29.68 14.72 -17.43  0.263
H -31.19 14.19 -18.21  0.428
H -29.75 12.18 -17.68  -0.024
H -31.34 12.18 -16.84  0.275
H -28.88 10.53 -16.11  -0.558
H -28.58 11.14 -14.47  -0.539
H -30.31 10.80 -14.97  0.497
H -27.60 13.13 -14.90  -0.615
H -27.42 12.48 -16.58  0.444
H -28.03 14.12 -16.26  0.400
H -32.21 15.99 -13.92  0.402
H -31.12 15.23 -12.69  0.172
H -32.47 14.27 -13.48  0.136
H -29.83 12.70 -12.79  -0.716
C -28.93 6.65 -8.91  0.142
C -30.34 7.24 -8.88  3.160
C -30.99 7.26 -10.23  -0.301
C -31.40 5.87 -10.74  -0.553
C -32.32 5.18 -9.72  -1.913
C -31.72 5.16 -8.36  1.861
N -31.38 6.57 -8.02  -0.310
O -30.79 6.60 -6.68  -0.298
C -32.80 4.70 -7.34  -2.147
C -30.63 4.09 -8.22  -1.510
C -30.32 8.65 -8.37  -0.907
H -28.59 6.29 -7.92  -0.791
H -28.32 7.48 -9.27  -0.378
H -28.82 5.85 -9.64  0.113
H -31.86 7.95 -10.15  0.337
H -30.25 7.76 -10.84  -0.788
H -30.54 5.31 -10.98  0.381
H -31.86 6.03 -11.74  0.574
H -32.62 4.23 -10.12  0.442
H -33.23 5.73 -9.62  0.471
H -33.18 3.73 -7.56  0.480
H -32.30 4.70 -6.40  0.558
H -33.60 5.44 -7.36  0.419
H -30.01 4.11 -7.31  0.037
H -31.12 3.13 -8.14  0.551
H -29.99 4.03 -9.10  0.301
H -29.64 8.90 -7.58  -0.433
H -31.33 8.94 -8.07  0.842
H -30.06 9.33 -9.23  -0.540
H -31.50 6.69 -6.05  0.306
C -19.42 8.15 -13.59  -2.475
C -20.05 7.08 -14.49  2.669
C -19.25 6.81 -15.71  -1.494
C -19.74 5.63 -16.50  -0.437
C -19.71 4.36 -15.61  -1.458
C -20.50 4.60 -14.29  1.855
N -20.07 5.88 -13.68  -0.255
O -20.95 6.11 -12.49  -0.329
C -21.99 4.44 -14.46  -1.692
C -19.99 3.50 -13.30  -1.887
C -21.42 7.58 -14.95  -2.021
H -19.93 8.17 -12.67  0.653
H -18.42 7.94 -13.23  0.376
H -19.48 9.16 -14.04  0.261
H -19.23 7.74 -16.19  0.545
H -18.23 6.51 -15.39  0.327
H -20.76 5.89 -16.86  0.270
H -18.98 5.56 -17.33  0.397
H -18.70 4.12 -15.28  0.469
H -20.13 3.47 -16.12  0.360
H -22.36 4.95 -13.53  0.234
H -22.28 3.44 -14.45  0.542
H -22.37 4.99 -15.31  0.331
H -20.03 2.55 -13.86  0.435
H -20.66 3.43 -12.48  0.519
H -18.98 3.78 -12.94  0.363
H -21.33 8.46 -15.63  0.463
H -21.92 6.82 -15.50  0.426
H -22.06 8.01 -14.19  0.079
H -20.57 5.63 -11.75  0.247
C -26.01 8.34 -20.26  -1.865
C -26.79 9.44 -19.47  1.960
C -26.95 10.70 -20.34  -0.705
C -28.06 10.46 -21.42  -0.909
C -29.39 10.13 -20.78  -0.858
C -29.37 8.81 -20.05  1.242
N -28.19 8.96 -19.11  1.006
O -28.06 7.76 -18.36  -0.639
C -30.66 8.75 -19.19  -1.474
C -29.41 7.53 -20.91  -1.684
C -26.08 9.81 -18.18  -0.503
H -26.00 7.35 -19.77  0.368
H -25.01 8.61 -20.65  0.306
H -26.54 8.07 -21.19  0.397
H -27.38 11.49 -19.71  0.181
H -25.97 11.17 -20.65  0.018
H -27.61 9.66 -21.96  0.410
H -28.17 11.35 -22.08  0.417
H -30.12 10.18 -21.58  0.508
H -29.66 10.98 -20.16  0.002
H -31.53 8.75 -19.86  0.444
H -30.68 7.91 -18.52  0.419
H -30.80 9.75 -18.65  0.000
H -29.51 6.65 -20.30  0.397
H -30.29 7.54 -21.63  0.363
H -28.55 7.35 -21.54  0.329
H -25.54 8.91 -17.75  0.262
H -26.75 9.94 -17.32  -0.482
H -25.47 10.75 -18.41  -0.231
H -28.19 8.03 -17.41  0.303
C -25.75 8.70 -3.75  -1.477
C -25.86 8.08 -5.12  1.910
C -24.55 7.49 -5.58  -0.419
C -24.19 6.22 -4.85  -0.831
C -25.32 5.25 -5.12  -1.206
C -26.66 5.76 -4.50  1.187
N -26.90 7.06 -5.08  1.397
O -28.22 7.48 -4.72  -0.624
C -27.70 4.79 -5.04  -1.633
C -26.52 5.64 -3.03  -1.802
C -26.44 9.10 -6.11  -1.653
H -25.50 7.94 -2.98  0.245
H -26.65 9.14 -3.45  0.480
H -25.04 9.57 -3.73  -0.008
H -24.52 7.31 -6.65  0.132
H -23.82 8.31 -5.46  -0.106
H -23.98 6.42 -3.74  0.237
H -23.29 5.84 -5.28  0.618
H -25.07 4.28 -4.78  0.669
H -25.41 5.09 -6.24  0.068
H -28.01 5.08 -6.08  -0.090
H -27.35 3.78 -5.05  0.527
H -28.69 4.87 -4.56  0.342
H -27.40 6.23 -2.61  0.318
H -26.60 4.57 -2.80  0.421
H -25.70 6.09 -2.50  0.350
H -26.71 8.53 -7.04  0.179
H -25.69 9.87 -6.25  -0.216
H -27.36 9.60 -5.71  0.578
H -28.76 7.52 -5.51  0.263

Values from the calculation:
total charge: 0
multiplicity: 1
HOMO energy: -8.11 eV


(b)
Formula: C90H205N7O16
Source: the OMol25 dataset
Level of theory: wB97M-V/def2-TZVPD

Last column: Mulliken charge in e.
Atoms and positions in Å:
C -1.42 0.98 5.60  -0.306
C -2.34 0.27 6.61  2.019
C -3.19 1.42 7.32  -1.666
C -4.28 2.02 6.54  0.734
C -5.22 0.91 5.98  -1.689
C -4.58 -0.37 5.38  2.323
N -3.34 -0.72 6.09  0.128
O -2.74 -1.91 5.63  -0.435
C -5.62 -1.50 5.53  -2.304
C -4.30 -0.15 3.88  -1.196
C -1.43 -0.43 7.74  -1.861
H -0.55 1.48 6.04  0.729
H -1.93 1.67 4.93  -0.533
H -1.01 0.24 4.92  -0.639
H -3.64 1.12 8.27  0.366
H -2.46 2.20 7.58  0.512
H -3.79 2.48 5.68  -0.855
H -4.78 2.77 7.15  0.586
H -5.75 1.37 5.15  0.529
H -5.98 0.62 6.71  0.416
H -6.61 -1.27 5.15  0.392
H -5.36 -2.39 4.96  0.206
H -5.79 -1.68 6.59  0.557
H -4.19 -1.10 3.34  -0.206
H -5.20 0.37 3.54  0.806
H -3.43 0.46 3.62  -0.113
H -2.05 -1.05 8.38  0.528
H -0.80 0.33 8.21  0.390
H -0.74 -1.12 7.26  0.153
H -2.48 -1.66 4.74  0.302
C -3.33 -4.34 -2.93  -2.498
C -4.56 -3.94 -3.84  2.899
C -5.36 -5.22 -3.90  -1.954
C -6.80 -5.15 -4.36  -0.665
C -7.50 -4.06 -3.61  -1.351
C -6.72 -2.67 -3.55  1.509
N -5.34 -2.96 -3.16  0.362
O -4.66 -1.76 -3.00  1.126
C -6.90 -1.97 -5.00  -1.740
C -7.48 -1.73 -2.54  -1.598
C -4.07 -3.59 -5.22  -1.628
H -3.49 -4.87 -1.99  0.436
H -2.89 -3.40 -2.60  -0.327
H -2.54 -4.91 -3.42  0.623
H -4.81 -5.96 -4.48  0.509
H -5.37 -5.69 -2.92  0.439
H -7.40 -6.06 -4.20  0.430
H -6.80 -4.88 -5.42  0.342
H -7.50 -4.47 -2.59  0.372
H -8.46 -4.05 -4.12  0.308
H -6.64 -2.62 -5.84  0.332
H -7.95 -1.70 -4.95  0.624
H -6.28 -1.09 -5.15  0.174
H -8.48 -1.44 -2.86  0.541
H -7.51 -2.18 -1.55  0.367
H -6.97 -0.79 -2.33  0.150
H -4.80 -3.22 -5.93  0.098
H -3.55 -4.41 -5.72  0.565
H -3.30 -2.83 -5.12  0.208
H -4.62 -1.59 -3.95  -0.130
C 2.53 3.18 -3.59  -0.530
C 3.79 2.95 -4.58  2.013
C 5.07 3.63 -3.96  -1.697
C 5.51 2.92 -2.63  0.479
C 5.90 1.50 -2.97  -1.325
C 4.79 0.76 -3.72  2.363
N 4.14 1.53 -4.79  -0.122
O 3.12 0.84 -5.46  -0.121
C 5.48 -0.48 -4.43  -1.945
C 3.78 0.30 -2.65  -0.112
C 3.55 3.62 -5.93  -1.782
H 1.91 4.00 -3.96  0.721
H 2.78 3.44 -2.57  -0.434
H 1.81 2.36 -3.57  -0.320
H 5.91 3.59 -4.66  0.404
H 4.84 4.69 -3.84  0.387
H 4.74 2.84 -1.86  -0.656
H 6.42 3.41 -2.28  0.590
H 6.28 0.96 -2.10  0.019
H 6.86 1.41 -3.50  0.577
H 5.89 -1.20 -3.72  0.023
H 4.85 -1.11 -5.05  0.318
H 6.27 -0.11 -5.10  0.572
H 2.94 -0.31 -2.98  0.202
H 4.22 -0.20 -1.78  -0.535
H 3.30 1.11 -2.11  -0.250
H 3.47 4.71 -5.89  0.429
H 2.54 3.43 -6.29  0.177
H 4.22 3.26 -6.70  0.437
H 3.43 0.52 -6.31  0.271
C 2.97 0.25 5.21  -1.395
C 3.72 -1.10 5.40  1.945
C 3.76 -1.58 6.91  -1.596
C 2.41 -2.10 7.38  0.107
C 2.04 -3.25 6.47  -1.353
C 2.05 -3.01 4.97  2.162
N 3.21 -2.17 4.55  -0.657
O 3.30 -2.04 3.22  2.197
C 2.03 -4.37 4.29  -2.222
C 0.76 -2.27 4.67  -1.096
C 5.24 -1.01 5.00  -1.683
H 3.66 1.07 5.42  0.637
H 2.13 0.46 5.88  0.160
H 2.60 0.43 4.20  -0.396
H 4.58 -2.26 7.14  0.317
H 3.86 -0.69 7.53  0.554
H 1.62 -1.35 7.31  -0.334
H 2.45 -2.42 8.42  0.516
H 1.04 -3.55 6.79  0.391
H 2.69 -4.07 6.79  0.430
H 1.07 -4.88 4.38  0.337
H 2.14 -4.29 3.21  0.075
H 2.86 -4.98 4.63  0.608
H 0.56 -1.34 5.20  -0.517
H 0.56 -2.02 3.62  -0.232
H 0.00 -2.95 5.05  0.743
H 5.76 -1.97 4.97  0.300
H 5.74 -0.52 5.83  0.651
H 5.44 -0.54 4.04  -0.081
H 4.12 -2.52 3.05  -0.525
C -3.29 1.95 -8.22  -1.513
C -3.02 0.49 -7.73  1.502
C -2.06 -0.17 -8.75  -1.359
C -0.56 0.26 -8.70  -0.718
C -0.03 -0.01 -7.30  -0.706
C -0.85 0.66 -6.19  1.828
N -2.36 0.42 -6.43  -0.437
O -3.09 0.95 -5.42  0.911
C -0.49 0.02 -4.78  -1.061
C -0.51 2.21 -6.23  -1.109
C -4.35 -0.35 -7.75  -1.879
H -2.29 2.38 -8.24  0.394
H -3.91 2.54 -7.55  0.216
H -3.61 2.01 -9.26  0.419
H -1.98 -1.25 -8.63  0.302
H -2.41 0.06 -9.76  0.516
H -0.48 1.29 -9.06  0.310
H -0.03 -0.36 -9.42  0.505
H 1.00 0.34 -7.25  -0.152
H -0.03 -1.10 -7.32  0.378
H 0.58 0.02 -4.61  -0.186
H -1.08 0.40 -3.95  -0.160
H -0.74 -1.04 -4.84  0.209
H 0.44 2.36 -5.72  -0.310
H -0.53 2.80 -7.15  0.417
H -1.24 2.71 -5.59  0.317
H -4.27 -1.39 -7.43  0.194
H -4.80 -0.38 -8.74  0.480
H -5.02 0.00 -6.96  0.296
H -3.01 1.89 -5.62  0.066
C -1.92 -0.54 -1.10  -0.626
C -0.87 -0.36 0.05  1.900
C 0.46 -0.86 -0.52  0.484
C 1.61 -0.45 0.50  0.985
C 1.74 1.01 0.73  0.655
C 0.36 1.67 1.12  2.549
N -0.78 1.11 0.34  0.724
O -1.99 1.67 0.48  0.610
C 0.17 1.52 2.66  -0.451
C 0.49 3.15 0.87  -1.128
C -1.29 -1.22 1.28  0.355
H -1.75 0.19 -1.89  0.321
H -2.97 -0.39 -0.88  -0.393
H -1.97 -1.58 -1.43  -0.537
H 0.34 -1.95 -0.48  -0.733
H 0.68 -0.46 -1.51  0.226
H 2.57 -0.85 0.17  -0.822
H 1.40 -1.05 1.38  -0.484
H 2.19 1.58 -0.09  -0.358
H 2.44 1.16 1.54  -0.431
H -0.90 1.72 2.78  -0.374
H 0.34 0.53 3.10  -1.127
H 0.70 2.37 3.09  0.647
H -0.26 3.78 1.35  -0.194
H 1.47 3.56 1.13  -0.492
H 0.42 3.28 -0.21  0.327
H -2.21 -0.91 1.77  -0.493
H -0.59 -1.16 2.12  -0.603
H -1.49 -2.27 1.05  -0.483
H -2.10 2.03 -0.40  -0.221
C 6.36 -5.95 2.07  -1.263
C 6.40 -5.54 0.54  1.712
C 4.89 -5.60 0.03  -1.827
C 4.01 -4.39 0.48  1.256
C 4.68 -3.16 -0.16  -0.130
C 6.16 -2.96 0.30  1.889
N 6.97 -4.23 0.20  0.472
O 8.30 -4.05 0.58  -0.542
C 6.73 -1.90 -0.63  -1.943
C 6.17 -2.39 1.68  -1.909
C 7.14 -6.65 -0.25  -2.119
H 5.79 -6.85 2.29  0.425
H 5.76 -5.21 2.60  -0.058
H 7.28 -6.03 2.65  0.344
H 4.96 -5.57 -1.06  0.393
H 4.41 -6.51 0.38  0.591
H 3.85 -4.27 1.55  -0.664
H 2.98 -4.56 0.17  -0.069
H 4.11 -2.25 0.02  -1.052
H 4.66 -3.25 -1.24  0.587
H 6.14 -0.99 -0.73  -0.140
H 7.77 -1.65 -0.40  0.532
H 6.79 -2.29 -1.65  0.576
H 5.57 -1.50 1.88  0.212
H 5.87 -3.10 2.45  0.485
H 7.15 -2.12 2.08  0.444
H 7.29 -6.49 -1.32  0.379
H 6.66 -7.63 -0.21  0.396
H 8.08 -6.86 0.25  0.489
H 8.89 -4.41 -0.08  0.360
C -5.12 -1.44 0.56  -0.387
C -4.76 -2.96 0.47  3.039
C -4.50 -3.64 1.77  -1.511
O -5.70 -3.68 -0.22  -0.822
H -4.32 -0.81 0.96  -0.401
H -5.92 -1.32 1.29  0.600
H -5.35 -1.00 -0.41  -0.386
H -3.90 -2.99 -0.21  -1.134
H -5.36 -3.65 2.45  0.341
H -3.66 -3.16 2.27  0.104
H -4.29 -4.70 1.61  0.413
H -5.53 -3.52 -1.15  -0.126
C 5.50 1.77 2.04  -0.922
C 5.17 3.27 1.91  2.346
C 5.23 3.92 3.29  -1.427
O 6.27 3.85 1.21  -0.745
H 5.43 1.26 1.08  -0.057
H 4.80 1.31 2.73  -0.156
H 6.50 1.63 2.45  0.633
H 4.21 3.55 1.48  -1.107
H 6.06 3.45 3.82  0.374
H 4.26 3.88 3.79  0.049
H 5.41 4.99 3.23  0.349
H 5.94 4.71 0.92  0.522
C 3.02 7.94 1.00  -1.712
C 3.38 6.47 1.07  1.626
C 2.99 5.74 -0.19  -0.279
O 4.82 6.42 1.13  -0.465
H 1.94 8.09 1.05  0.180
H 3.36 8.37 0.06  0.504
H 3.51 8.48 1.81  0.558
H 3.01 5.98 1.97  -0.558
H 3.18 4.67 -0.16  -0.406
H 3.47 6.14 -1.08  0.549
H 1.93 5.96 -0.31  -0.252
H 5.05 7.32 1.38  0.296
C -1.15 5.25 -2.02  -1.447
C -1.93 5.51 -0.73  2.277
C -1.52 6.72 0.05  -0.918
O -3.28 5.79 -1.07  -0.694
H -0.08 5.39 -1.87  0.013
H -1.47 5.85 -2.87  0.545
H -1.33 4.21 -2.29  0.341
H -1.92 4.59 -0.15  -0.604
H -0.48 6.58 0.34  -0.213
H -2.04 6.83 1.00  0.260
H -1.62 7.63 -0.55  0.415
H -3.74 6.05 -0.27  0.370
C 0.98 4.93 5.17  -0.626
C 0.78 6.31 4.36  0.926
C 2.04 7.03 4.41  -1.792
O 0.33 6.12 3.03  0.043
H 1.05 5.17 6.23  0.571
H 1.84 4.33 4.89  -0.052
H 0.12 4.27 5.03  -0.135
H 0.07 7.00 4.81  0.288
H 1.93 8.01 3.95  0.386
H 2.94 6.47 4.14  0.172
H 2.19 7.21 5.47  0.564
H -0.59 5.83 3.06  0.158
C -4.09 5.90 4.60  -1.795
C -3.18 4.82 3.93  0.547
C -3.93 3.75 3.13  -1.026
O -2.33 5.47 3.06  -0.528
H -4.77 5.49 5.35  0.362
H -4.63 6.39 3.79  0.335
H -3.51 6.65 5.15  0.394
H -2.60 4.33 4.70  0.311
H -4.67 3.22 3.74  0.140
H -3.18 3.04 2.77  -0.094
H -4.47 4.22 2.32  0.770
H -2.88 5.73 2.31  0.103
C -5.76 2.59 -3.93  -1.437
C -5.12 3.13 -2.65  0.618
C -5.03 2.05 -1.60  0.419
O -3.82 3.56 -3.05  -0.328
H -5.35 1.65 -4.29  0.002
H -5.75 3.31 -4.75  0.467
H -6.83 2.36 -3.85  0.453
H -5.64 4.00 -2.25  0.407
H -4.22 2.22 -0.89  -0.545
H -4.88 1.07 -2.05  -0.637
H -5.99 2.00 -1.10  0.528
H -3.47 4.01 -2.28  -0.146
C 2.29 -4.78 -3.04  -1.630
C 0.89 -4.31 -2.52  1.888
C 0.17 -3.41 -3.47  -0.611
O 0.07 -5.44 -2.45  -0.463
H 2.25 -5.11 -4.08  0.473
H 2.70 -5.53 -2.36  0.413
H 2.96 -3.92 -3.01  0.162
H 1.01 -3.84 -1.54  -0.985
H 0.97 -2.74 -3.77  0.527
H -0.49 -2.69 -2.97  -0.399
H -0.35 -3.87 -4.31  0.537
H -0.01 -5.91 -3.28  0.353
C 0.20 -6.54 2.03  -1.018
C -0.83 -6.69 0.93  0.517
C -1.44 -5.39 0.51  -0.378
O -0.22 -7.24 -0.22  -0.658
H -0.23 -6.25 2.99  0.378
H 0.98 -5.85 1.71  -0.192
H 0.69 -7.49 2.24  0.474
H -1.50 -7.50 1.22  0.364
H -1.89 -4.95 1.40  0.264
H -2.16 -5.57 -0.29  0.108
H -0.68 -4.69 0.16  -0.128
H -0.20 -6.59 -0.92  0.276

Values from the calculation:
total charge: 0
multiplicity: 1
HOMO energy: -7.66 eV


The structures above, arranged from the most stable to the least stable: (a), (b).